Molecular formula: C6H14O
Method: DFT, wB97M-V/def2-TZVPD

**Structure (SMILES)**: C=CCCCC.O
**Multiplicity**: 1

Cartesian coordinates (Å):
O 1.887 3.200 -0.595
C 2.371 -0.995 -0.907
C -1.179 0.359 -0.001
C -2.223 1.144 0.775
C 1.382 -1.082 -0.011
C -1.050 -1.106 0.407
C 0.101 -1.839 -0.312
H 2.185 2.305 -0.824
H 1.286 2.975 0.133
H -0.213 0.822 0.209
H -3.242 0.915 0.471
H -1.293 0.419 -1.087
H -2.153 0.759 1.809
H 2.993 -0.149 -1.139
H -2.065 2.195 1.008
H 2.365 -1.812 -1.609
H -0.800 -1.109 1.474
H 0.162 -2.785 0.224
H 1.490 -0.745 1.021
H -1.998 -1.643 0.328
H -0.004 -1.829 -1.375

=====

Molecular formula: C6H14O
Method: DFT, wB97M-V/def2-TZVPD

**Structure (SMILES)**: C=C(CC)CC.O
**Multiplicity**: 1

Cartesian coordinates (Å):
O -1.315 -1.361 5.926
C 0.761 -2.159 -0.965
C -0.856 2.370 -0.298
C -0.440 1.540 -1.505
C 0.543 0.414 -1.122
C -0.111 -0.915 -1.153
C 1.814 0.707 -0.929
H -1.726 2.983 -0.481
H 0.829 -2.528 0.056
H -1.263 1.065 -2.034
H -1.883 -1.956 5.426
H 1.737 -2.094 -1.439
H -1.029 1.770 0.594
H -0.434 -1.706 5.754
H 2.529 -0.018 -0.531
H 0.003 2.147 -2.303
H -0.062 3.109 -0.161
H -0.949 -1.021 -0.462
H -0.613 -1.034 -2.103
H 0.201 -3.008 -1.382
H 2.265 1.696 -0.885

=====

Molecular formula: C6H14O
Method: DFT, wB97M-V/def2-TZVPD

**Structure (SMILES)**: C/C=C\[C@@H](C)O.C
**Multiplicity**: 1

Cartesian coordinates (Å):
O -2.188 -1.899 0.839
C -0.546 1.049 0.992
C 2.431 1.528 -0.964
C -1.116 1.754 -0.209
C -0.527 -0.268 1.201
C 0.045 -2.381 0.009
C -1.027 -1.321 0.252
H -1.283 -0.855 -0.713
H 1.905 0.851 -0.285
H -0.328 -3.165 -0.663
H 2.173 2.561 -0.716
H -0.111 -0.653 2.133
H 0.333 -2.850 0.956
H -1.949 1.198 -0.648
H 0.937 -1.941 -0.449
H 3.510 1.391 -0.861
H 2.136 1.318 -1.996
H -1.487 2.747 0.065
H -0.107 1.689 1.758
H -0.356 1.897 -0.988
H -2.447 -2.649 0.288

=====

Molecular formula: C6H14O
Method: DFT, wB97M-V/def2-TZVPD

**Structure (SMILES)**: C=C(CC)CC.O
**Multiplicity**: 1

Cartesian coordinates (Å):
O -1.762 -4.580 -0.031
C 0.488 1.573 1.204
C 1.956 -0.963 0.816
C 0.975 -0.491 -0.252
C -0.605 1.436 -1.089
C -1.626 2.453 -0.534
C 0.279 0.872 0.063
H 2.488 -1.852 0.484
H -2.494 2.511 -1.252
H -1.118 0.739 -1.722
H -0.025 1.848 -1.911
H 2.657 -0.131 0.998
H 1.256 1.190 1.942
H 1.551 -0.260 -1.185
H -2.162 1.947 0.348
H -1.748 -5.306 -0.666
H 0.086 2.541 1.490
H -0.896 -4.351 0.255
H 0.218 -1.287 -0.480
H 1.362 -1.122 1.732
H -0.880 3.231 -0.209

=====

Molecular formula: C6H14O
Method: DFT, wB97M-V/def2-TZVPD

**Structure (SMILES)**: CC(C)C[C@@H](C)O
**Multiplicity**: 1

Cartesian coordinates (Å):
O 1.551 -1.278 0.743
C -1.116 -0.335 0.178
C -2.140 0.267 1.141
C -1.730 -0.517 -1.212
C 1.426 -0.233 -0.215
C 0.154 0.529 0.139
C 2.652 0.674 -0.175
H 0.318 0.984 1.125
H 2.357 -1.769 0.543
H 2.564 1.498 -0.893
H 0.025 1.356 -0.576
H 3.566 0.116 -0.415
H -0.824 -1.319 0.563
H -2.056 0.450 -1.621
H -3.045 -0.348 1.196
H -2.438 1.274 0.818
H 1.325 -0.666 -1.226
H -1.723 0.348 2.151
H 2.764 1.096 0.830
H -1.020 -0.959 -1.922
H -2.609 -1.170 -1.171

=====

Molecular formula: C6H14O
Method: DFT, wB97M-V/def2-TZVPD

**Structure (SMILES)**: COCC(C)(C)C
**Multiplicity**: 1

Cartesian coordinates (Å):
O -1.898 -0.184 0.269
C -2.694 -0.152 -0.913
C -0.601 -0.842 0.152
C 1.871 -0.873 0.644
C 0.678 0.033 0.265
C 1.097 0.761 -1.052
C 0.369 1.058 1.330
H -0.426 -1.313 -0.827
H 2.127 -1.600 -0.142
H 1.662 -1.428 1.563
H 1.372 0.094 -1.885
H 0.339 1.462 -1.421
H 2.780 -0.280 0.816
H -0.682 -1.628 0.945
H -0.555 1.560 1.034
H -3.613 0.435 -0.690
H 2.002 1.370 -0.873
H 1.169 1.787 1.461
H 0.178 0.526 2.265
H -3.014 -1.149 -1.228
H -2.162 0.365 -1.713

=====

Molecular formula: C6H14O
Method: DFT, wB97M-V/def2-TZVPD

**Structure (SMILES)**: CC(C)CCCO
**Multiplicity**: 1

Cartesian coordinates (Å):
O -0.007 -1.880 -2.152
C -0.761 0.237 -1.255
C -0.019 1.042 2.387
C 0.488 0.749 0.926
C -0.585 -0.162 0.215
C -1.121 -0.978 -2.097
C 1.863 0.161 0.837
H -1.422 -0.712 -3.118
H 0.010 0.100 2.929
H -1.503 -0.325 0.783
H -0.190 -1.175 0.267
H 0.280 1.693 0.411
H -0.963 1.543 2.243
H 2.134 -0.003 -0.210
H -0.177 -2.388 -2.943
H -1.504 1.035 -1.253
H 0.700 1.735 2.831
H 2.014 -0.729 1.442
H 0.113 0.677 -1.746
H -1.988 -1.489 -1.653
H 2.639 0.868 1.156

=====

Molecular formula: C6H14O
Method: DFT, wB97M-V/def2-TZVPD

**Structure (SMILES)**: C/C=C/CCC.O
**Multiplicity**: 1

Cartesian coordinates (Å):
O 0.935 -0.059 -5.282
C -0.883 -0.580 0.886
C -0.393 -0.571 2.382
C 0.730 0.329 -0.978
C -1.460 -0.957 3.427
C 0.030 0.413 0.151
C 1.606 1.452 -1.320
H 1.102 2.194 -2.007
H 0.165 0.346 -4.920
H 0.009 0.396 2.346
H -2.474 -1.205 3.046
H -1.181 -1.822 3.931
H 0.788 -0.674 -1.474
H 0.036 1.481 0.516
H -2.037 -0.455 0.906
H 0.481 -1.285 2.372
H -1.681 -0.124 4.025
H 1.916 1.988 -0.349
H 2.519 1.239 -1.906
H -0.889 -1.678 0.382
H 0.680 -0.428 -6.132

=====

Molecular formula: C6H14O2
Method: DFT, wB97M-V/def2-TZVPD

**Multiplicity**: 1

Cartesian coordinates (Å):
O 2.005 2.556 1.762
O 2.170 0.032 1.562
C -0.733 -2.386 -2.963
C -0.627 0.382 0.093
C -0.531 -0.879 -0.817
C -0.538 1.731 2.133
C -0.534 0.405 1.476
C -0.948 -1.018 -2.237
H 2.083 1.044 1.535
H -1.033 -2.485 -4.132
H 3.117 0.038 1.277
H -1.561 2.245 1.894
H -0.953 1.176 -0.552
H -1.425 -3.161 -2.581
H -1.987 -0.627 -2.575
H 0.263 -3.044 -2.954
H 0.320 2.413 1.664
H -1.418 -1.477 -0.800
H -0.174 -0.433 2.059
H 0.227 -1.260 -0.242
H -0.349 1.684 3.183
H 2.626 3.064 1.215

=====

Molecular formula: C6H14O2
Method: DFT, wB97M-V/def2-TZVPD

**Structure (SMILES)**: CC(C)CCC=O.O
**Multiplicity**: 1

Cartesian coordinates (Å):
O -0.590 -1.135 3.073
O 2.411 -1.465 -1.378
C 0.415 0.428 -0.159
C 1.613 -1.705 -0.510
C -0.797 1.173 -0.842
C -2.092 0.718 -0.182
C 0.243 -1.084 -0.384
C -0.504 2.711 -0.645
H 0.210 -0.594 3.131
H -1.258 -0.559 3.458
H -0.457 -1.594 0.276
H -0.865 0.995 -1.924
H -1.385 3.267 -0.950
H 0.275 2.821 -1.401
H -0.264 -1.138 -1.363
H 1.845 -2.568 0.156
H 0.419 0.638 0.915
H -0.300 2.972 0.385
H -2.587 -0.047 -0.789
H -1.903 0.242 0.801
H -2.711 1.531 0.177
H 1.394 0.782 -0.494

=====

Molecular formula: C6H14O2
Method: DFT, wB97M-V/def2-TZVPD

**Structure (SMILES)**: CC(C)O.C=CCO
**Multiplicity**: 1

Cartesian coordinates (Å):
O 1.035 -2.359 0.719
O -0.677 2.695 -0.617
C -0.007 -1.937 1.602
C 0.053 0.291 -2.841
C 0.535 -1.544 2.971
C 0.004 2.582 -1.878
C -0.814 -0.827 0.932
C 0.534 1.187 -1.990
H -0.134 -0.026 0.650
H 1.311 1.011 -1.254
H 0.508 -0.689 -2.873
H -1.614 -0.427 1.555
H 1.361 -0.841 2.878
H -0.651 -2.813 1.716
H -1.287 3.440 -0.682
H 1.216 -1.631 0.119
H 0.832 -2.438 3.515
H -1.328 -1.232 0.059
H -0.645 2.812 -2.729
H -0.785 0.506 -3.489
H 0.824 3.307 -1.893
H -0.272 -1.068 3.531

=====

Molecular formula: C6H14O2
Method: DFT, wB97M-V/def2-TZVPD

**Multiplicity**: 1

Cartesian coordinates (Å):
O 0.759 0.479 -2.209
O 3.029 0.980 -0.676
C -1.667 0.557 -0.318
C -0.620 -0.277 0.396
C 1.140 0.627 0.182
C -0.738 -0.126 1.908
C 1.298 0.014 -1.072
C -0.696 -1.746 0.006
H -1.594 1.616 -0.052
H -1.610 0.457 -1.404
H 0.026 -0.705 2.435
H -1.715 -0.496 2.247
H -0.656 0.915 2.228
H 3.228 1.613 -1.384
H -0.715 -1.887 -1.077
H 1.670 0.193 1.016
H 0.831 1.663 0.238
H -1.616 -2.198 0.402
H 1.614 -1.018 -1.144
H 0.144 -2.314 0.415
H -2.675 0.233 -0.028
H 0.562 1.421 -2.107

=====

How do the records compare in orbital gap? In the order shown, they have 0.367 0.370 0.383 0.369 0.412 0.389 0.413 0.366 0.154 0.372 0.400 0.310 Eh.
How do the records compare in electronic energy? In the order shown, they have -8494.7414 -8495.5676 -8495.7818 -8494.9478 -8496.7379 -8495.8151 -8495.9005 -8494.4957 -10535.4466 -10543.0773 -10542.6969 -10540.3236 eV.
How do the records compare in energy above the lowest of the compared OMol25 structures with the same formula, charge and spin? In the order shown, they have 49.6 30.5 25.6 44.8 3.6 24.8 22.9 55.3 211.5 35.5 44.3 99.0 kcal/mol.